[1]
The following is a DFT calculation (ωB97M-V with the def2-TZVPD basis set) of C2H2N4O in the gas phase at a distorted geometry.

Last column: natural (NBO) charge in e.
Positions of all 9 atoms, in Å:
1 C 0.565 -1.448 -0.009  0.22
2 C 0.533 1.739 0.067  0.16
3 N 1.475 -0.428 -0.321  -0.39
4 N -0.686 -1.007 0.082  -0.26
5 N 1.079 0.762 -0.224  0.00
6 N -1.273 -0.004 0.470  0.19
7 O -2.162 0.535 -0.144  -0.43
8 H 0.680 -2.577 0.158  0.25
9 H -0.212 2.428 -0.078  0.26

For the gap between HOMO and LUMO (alpha / beta), the calculation gives 7.70 / 7.70 eV. The total energy is -371.41600 Ha. The LUMO energy (alpha / beta) comes out at -0.583 / -0.583 eV. For the highest occupied orbital energy (alpha / beta), the calculation gives -8.285 / -8.284 eV. The value obtained for the energy above the lowest of the compared OMol25 structures with the same formula, charge and spin is 5.561 eV. The molar mass comes out at 98.06 g mol⁻¹.

[2]
The following is a DFT calculation (ωB97M-V with the def2-TZVPD basis set) of a 2-piece molecular cluster, ClH5N2Si overall at a distorted geometry.

Last column: natural (NBO) charge in e.
Positions of all 9 atoms, in Å:
1 N 0.831 2.088 -0.522  -0.96
2 N -1.517 -0.993 0.080  -1.32
3 Si 0.115 -0.739 0.597  1.35
4 Cl 1.430 -1.808 -0.452  -0.36
5 H 0.946 1.330 -1.212  0.29
6 H 1.864 2.265 -0.324  0.30
7 H -2.015 -0.942 -0.835  0.44
8 H -2.248 -0.736 0.772  0.41
9 H 0.593 -0.465 1.896  -0.16

For the gap between HOMO and LUMO (alpha / beta), the calculation gives 6.84 / 9.05 eV. The total energy is -862.12566 Ha. The LUMO energy (alpha / beta) comes out at 0.017 / 0.145 eV. For the highest occupied orbital energy (alpha / beta), the calculation gives -6.821 / -8.904 eV. The value obtained for the energy above the lowest of the compared OMol25 structures with the same formula, charge and spin is 4.481 eV. The molar mass comes out at 96.59 g mol⁻¹.

[3]
The following is a DFT calculation (ωB97M-V with the def2-TZVPD basis set) of C55H66AsN4O4SSb2Sc as an isolated structure.

Last column: Mulliken charge in e.
Positions of all 134 atoms, in Å:
1 Sc -0.051 -1.138 0.578  -0.51
2 C 2.615 -1.734 -2.274  -0.46
3 C 1.250 -2.306 -2.473  0.59
4 C 0.810 -2.642 -3.752  -1.11
5 C -0.367 -3.342 -3.909  -0.64
6 C -1.032 -3.786 -2.771  -0.93
7 C -0.552 -3.403 -1.532  0.22
8 N 0.521 -2.601 -1.388  0.68
9 Sb -1.342 -4.439 0.183  0.92
10 C 0.378 -4.053 1.444  -0.37
11 C 0.810 -5.141 2.175  -0.85
12 C 2.041 -5.087 2.823  -0.89
13 C 2.836 -3.980 2.641  -1.04
14 C 2.359 -2.911 1.887  0.48
15 C 3.265 -1.771 1.557  -0.63
16 N 1.122 -2.922 1.367  1.52
17 C -2.628 -2.893 0.902  -0.10
18 C -3.961 -3.238 0.848  -0.81
19 C -4.916 -2.352 1.328  -0.87
20 C -4.474 -1.187 1.902  -0.94
21 C -3.112 -0.888 1.951  0.78
22 C -2.702 0.349 2.675  -1.03
23 N -2.187 -1.716 1.413  1.60
24 H 2.835 -0.933 -2.978  0.30
25 H 2.739 -1.364 -1.262  -0.63
26 H 3.352 -2.524 -2.442  0.50
27 H 1.414 -2.368 -4.607  0.57
28 H -0.729 -3.601 -4.896  0.53
29 H -1.898 -4.431 -2.851  0.49
30 H 0.205 -6.037 2.229  0.59
31 H 2.387 -5.923 3.417  0.51
32 H 3.831 -3.926 3.063  0.64
33 H 4.080 -2.133 0.925  0.73
34 H 2.759 -0.982 0.999  -0.74
35 H 3.711 -1.331 2.448  0.53
36 H -4.263 -4.181 0.413  0.50
37 H -5.972 -2.576 1.252  0.42
38 H -5.172 -0.475 2.319  0.55
39 H -3.522 1.065 2.695  0.56
40 H -2.468 0.102 3.712  0.49
41 H -1.832 0.829 2.247  -0.15
42 C -5.296 0.094 -8.101  -1.46
43 C -5.254 -0.242 -6.637  0.92
44 C -4.223 -1.019 -6.106  -0.93
45 C -4.192 -1.335 -4.760  -0.29
46 C -5.200 -0.865 -3.927  -0.21
47 C -6.232 -0.085 -4.429  -0.31
48 C -6.252 0.217 -5.781  -0.71
49 S -5.165 -1.267 -2.216  1.55
50 O -6.278 -0.629 -1.584  -0.76
51 O -4.928 -2.678 -2.064  -0.72
52 N -3.794 -0.577 -1.609  0.43
53 C -3.491 0.823 -1.914  -1.30
54 C -2.591 1.412 -0.835  -0.36
55 C -1.409 0.566 -0.503  0.94
56 O -0.651 0.847 0.483  0.32
57 O -1.154 -0.524 -1.108  0.40
58 H -4.491 -0.394 -8.647  0.35
59 H -5.208 1.170 -8.252  0.34
60 H -6.244 -0.219 -8.541  0.37
61 H -3.447 -1.390 -6.764  0.33
62 H -3.400 -1.960 -4.361  0.40
63 H -7.010 0.267 -3.765  0.53
64 H -7.062 0.815 -6.179  0.43
65 H -3.003 -1.184 -1.792  -0.47
66 H -4.425 1.385 -1.927  0.58
67 H -3.030 0.923 -2.901  0.38
68 H -3.136 1.545 0.104  0.33
69 H -2.226 2.404 -1.114  0.35
70 C 0.551 3.887 -0.127  -0.87
71 C 1.950 3.733 -0.722  1.04
72 C 2.259 4.916 -1.633  -1.70
73 Sb 2.177 1.717 -1.503  -0.51
74 C 4.299 1.577 -1.978  0.68
75 C 5.040 2.899 -2.153  -1.60
76 C 5.051 0.700 -0.976  -1.23
77 C 1.470 1.784 -3.557  0.46
78 C -0.054 1.825 -3.623  -1.04
79 C 2.094 2.853 -4.446  -1.58
80 H 0.458 4.858 0.368  0.60
81 H 0.319 3.110 0.601  -0.37
82 H -0.212 3.859 -0.912  0.23
83 H 2.668 3.726 0.106  0.02
84 H 1.496 5.029 -2.404  0.35
85 H 3.227 4.849 -2.122  0.32
86 H 2.250 5.837 -1.042  0.48
87 H 4.279 1.064 -2.947  0.51
88 H 5.022 3.491 -1.234  0.25
89 H 4.634 3.513 -2.955  0.28
90 H 6.090 2.704 -2.391  0.47
91 H 5.241 1.244 -0.049  0.23
92 H 6.026 0.413 -1.379  0.52
93 H 4.521 -0.216 -0.713  0.01
94 H 1.799 0.806 -3.927  0.38
95 H -0.442 2.764 -3.214  0.24
96 H -0.510 0.994 -3.081  -0.23
97 H -0.395 1.769 -4.661  0.59
98 H 1.747 3.849 -4.177  0.27
99 H 1.810 2.682 -5.488  0.46
100 H 3.183 2.852 -4.403  0.31
101 C -1.784 2.903 5.792  -0.69
102 C -1.430 1.661 6.296  -0.74
103 C -0.613 0.811 5.556  -0.26
104 C -0.155 1.212 4.309  0.13
105 C -0.497 2.466 3.810  -0.30
106 C -1.312 3.308 4.549  -0.74
107 As 1.005 0.111 3.208  1.72
108 C 1.400 -1.362 4.402  0.13
109 C 0.418 -2.345 4.518  -0.17
110 C 0.611 -3.436 5.351  -0.99
111 C 1.800 -3.561 6.059  -0.71
112 C 2.787 -2.594 5.935  -0.82
113 C 2.589 -1.492 5.110  -0.76
114 C 2.558 1.277 3.329  -0.05
115 C 2.896 1.768 4.591  -0.70
116 C 3.961 2.641 4.742  -0.93
117 C 4.683 3.053 3.629  -0.96
118 C 4.337 2.588 2.371  -0.52
119 C 3.280 1.697 2.220  0.19
120 H -2.417 3.562 6.372  0.41
121 H -1.780 1.350 7.271  0.46
122 H -0.334 -0.151 5.968  0.38
123 H -0.122 2.794 2.846  0.40
124 H -1.572 4.285 4.161  0.48
125 H -0.512 -2.258 3.961  0.41
126 H -0.164 -4.185 5.452  0.49
127 H 1.954 -4.408 6.716  0.46
128 H 3.711 -2.689 6.490  0.46
129 H 3.361 -0.736 5.033  0.38
130 H 2.320 1.478 5.462  0.53
131 H 4.218 3.010 5.726  0.45
132 H 5.507 3.744 3.744  0.45
133 H 4.889 2.925 1.504  0.43
134 H 3.013 1.358 1.226  0.04

For the gap between HOMO and LUMO, the calculation gives 7.06 eV. As for the total charge: +2. The total energy is -6530.23248 Ha. The LUMO energy comes out at -5.374 eV. For the highest occupied orbital energy, the calculation gives -12.432 eV. The value obtained for the energy above the lowest of the compared OMol25 structures with the same formula, charge and spin is 0.772 eV. The molar mass comes out at 1242.62 g mol⁻¹.

[4]
The following is a DFT calculation (ωB97M-V with the def2-TZVPD basis set) of C5H10O3Y as an isolated structure at a distorted geometry.

Last column: Mulliken charge in e.
Positions of all 19 atoms, in Å:
1 C -2.121 -1.606 1.200  -0.38
2 O -0.895 -1.793 1.830  -0.62
3 C -1.939 -1.168 -0.253  -0.38
4 O -0.970 -0.096 -0.219  -0.44
5 C -0.265 0.216 -1.340  -0.47
6 C 0.859 1.134 -1.052  -0.19
7 O 1.549 0.636 0.111  -0.34
8 C 2.724 1.380 0.435  -0.65
9 Y 0.476 -0.618 1.441  1.77
10 H -2.732 -0.840 1.718  0.33
11 H -2.722 -2.533 1.181  0.39
12 H -2.865 -0.794 -0.707  0.38
13 H -1.521 -1.984 -0.860  0.38
14 H -0.708 0.062 -2.323  0.47
15 H 0.520 2.161 -0.821  0.37
16 H 1.553 1.169 -1.903  0.43
17 H 3.190 0.904 1.304  0.32
18 H 3.416 1.354 -0.415  0.29
19 H 2.452 2.417 0.674  0.35

For the gap between HOMO and LUMO (alpha / beta), the calculation gives 7.38 / 9.75 eV. As for the total charge: +2. The total energy is -459.87557 Ha. The LUMO energy (alpha / beta) comes out at -9.201 / -9.345 eV. For the highest occupied orbital energy (alpha / beta), the calculation gives -16.582 / -19.097 eV. Its expectation value of S² is 0.7533. The value obtained for the energy above the lowest of the compared OMol25 structures with the same formula, charge and spin is 0.000 eV. As for the multiplicity: 2. The molar mass comes out at 207.04 g mol⁻¹.

[5]
The following is a DFT calculation (ωB97M-V with the def2-TZVPD basis set) of a 2-piece molecular cluster, C27H22ClF3N3O3S overall at a distorted geometry.

Last column: natural (NBO) charge in e.
Positions of all 60 atoms, in Å:
1 C 0.038 3.786 -3.834  -0.41
2 C 0.553 3.086 -2.763  -0.18
3 C -0.156 2.028 -1.992  0.22
4 N 0.461 0.883 -1.980  -0.38
5 C -0.153 -0.085 -1.242  0.05
6 C 0.466 -1.357 -1.164  0.38
7 O 1.642 -1.625 -1.861  -0.52
8 C 2.724 -0.827 -1.513  0.80
9 O 3.596 -0.698 -2.315  -0.56
10 C 2.777 -0.169 -0.183  -0.14
11 C 3.043 1.184 -0.168  -0.20
12 C 3.148 1.896 1.022  -0.22
13 C 2.976 1.249 2.234  -0.14
14 C 2.695 -0.117 2.213  -0.16
15 C 2.614 -0.830 1.039  -0.22
16 C -0.095 -2.374 -0.426  -0.10
17 C 0.611 -3.709 -0.411  -0.12
18 O -0.336 -4.775 -0.648  -0.52
19 C 0.124 -5.998 -0.339  1.17
20 F -0.896 -6.858 -0.489  -0.33
21 F 0.558 -6.138 0.908  -0.31
22 F 1.091 -6.380 -1.191  -0.34
23 C -1.323 -2.147 0.277  0.00
24 C -2.049 -3.176 1.111  -0.55
25 S -1.044 -3.842 2.459  0.16
26 C -0.755 -2.321 3.435  -0.53
27 C 0.547 -2.500 4.206  -0.61
28 C -1.902 -0.912 0.180  -0.17
29 C -1.347 0.142 -0.567  0.16
30 N -2.021 1.330 -0.614  -0.32
31 C -1.406 2.235 -1.318  0.15
32 C -2.058 3.570 -1.407  0.00
33 C -1.854 4.552 -0.453  -0.24
34 C -2.451 5.797 -0.522  0.03
35 N -3.298 6.118 -1.505  -0.42
36 C -3.516 5.160 -2.399  0.02
37 C -2.940 3.902 -2.435  -0.25
38 H 0.370 3.646 -4.860  0.20
39 H -0.713 4.550 -3.650  0.21
40 H 1.588 3.263 -2.460  0.22
41 H 3.180 1.699 -1.112  0.21
42 H 3.358 2.956 0.961  0.20
43 H 3.087 1.822 3.142  0.21
44 H 2.574 -0.595 3.175  0.21
45 H 2.421 -1.897 1.066  0.20
46 H 1.361 -3.760 -1.197  0.22
47 H 1.128 -3.810 0.546  0.22
48 H -2.932 -2.692 1.532  0.22
49 H -2.422 -3.957 0.449  0.25
50 H -1.592 -2.174 4.119  0.20
51 H -0.700 -1.461 2.762  0.27
52 H 0.542 -3.421 4.793  0.20
53 H 1.388 -2.526 3.515  0.21
54 H 0.659 -1.652 4.884  0.22
55 H -2.831 -0.723 0.702  0.22
56 H -1.178 4.341 0.371  0.24
57 H -2.273 6.543 0.242  0.19
58 H -4.226 5.396 -3.190  0.18
59 H -3.158 3.195 -3.222  0.22
60 Cl 0.305 1.180 2.090  -0.92

For the gap between HOMO and LUMO, the calculation gives 5.90 eV. As for the total charge: -1. The total energy is -2590.05877 Ha. The LUMO energy comes out at 1.707 eV. For the highest occupied orbital energy, the calculation gives -4.197 eV. The molar mass comes out at 561.01 g mol⁻¹.